{"formula": "C36H29BNO22", "method": "ωB97M-V/def2-TZVPD", "e_lumo_ev": -5.363, "total_charge": 1, "homo_lumo_gap_ev": 5.65, "homo_ev": -11.009, "e_tot_ev": -84997.8615, "elements": ["C", "O", "B", "O", "C", "C", "C", "C", "N", "C", "H", "H", "H", "H", "H", "H", "H", "H", "H", "C", "C", "C", "O", "C", "C", "C", "O", "O", "O", "H", "H", "H", "H", "C", "C", "C", "O", "C", "C", "C", "O", "O", "O", "H", "H", "H", "H", "C", "C", "C", "O", "C", "C", "C", "O", "O", "O", "H", "H", "H", "H", "C", "C", "C", "O", "C", "C", "C", "O", "O", "O", "H", "H", "H", "H", "C", "C", "C", "O", "C", "C", "C", "O", "O", "O", "H", "H", "H", "H"], "xyz": [[-0.72489, -3.19469, 0.13582], [-0.31319, -4.53394, -0.38173], [0.23656, -4.37011, -1.76812], [-0.75404, -4.14458, -2.83960], [1.87228, -4.40939, -1.93304], [2.60441, -5.87143, -2.18273], [4.26737, -5.83257, -2.29079], [5.02709, -4.35679, -2.15094], [4.25767, -3.06559, -1.91981], [2.74794, -2.99756, -1.80970], [0.20662, -2.48674, 0.35155], [-1.26421, -3.33532, 1.19118], [-1.47724, -2.67409, -0.60759], [-0.44061, -4.48164, -3.72985], [2.01985, -6.90446, -2.24338], [4.84320, -6.85441, -2.45095], [6.19847, -4.29482, -2.18776], [4.79864, -2.16271, -1.80796], [2.14843, -1.99092, -1.60125], [1.32934, 2.36616, 0.81164], [1.42664, 2.94478, 2.01016], [1.91242, 2.18824, 3.19730], [2.00908, 2.75206, 4.28164], [2.25747, 0.76949, 3.01649], [2.15679, 0.19016, 1.81862], [1.69742, 0.95405, 0.62632], [1.63270, 0.39892, -0.46538], [2.47683, -1.14349, 1.64217], [1.07998, 4.27092, 2.19261], [0.97991, 2.90484, -0.06016], [2.59213, 0.22669, 3.89119], [2.32304, -1.32479, 0.68930], [1.23953, 4.45372, 3.14413], [-2.87305, -7.09841, -2.69054], [-3.58218, -8.09679, -2.16036], [-3.66575, -9.42563, -2.82733], [-4.30962, -10.32960, -2.30649], [-2.96345, -9.59910, -4.10845], [-2.25723, -8.59952, -4.64018], [-2.15124, -7.27989, -3.95937], [-1.47962, -6.38614, -4.46363], [-1.59698, -8.75485, -5.84523], [-4.26542, -7.93285, -0.96939], [-2.80191, -6.12814, -2.21530], [-3.04712, -10.56423, -4.59143], [-1.15873, -7.89263, -6.01557], [-4.69865, -8.79690, -0.79611], [-3.44155, 6.46941, 2.09482], [-2.17692, 6.17572, 1.78629], [-1.80472, 5.68935, 0.42889], [-0.63161, 5.44562, 0.16921], [-2.88046, 5.51420, -0.55940], [-4.14549, 5.80465, -0.24958], [-4.51332, 6.31708, 1.09884], [-5.68209, 6.59279, 1.34811], [-5.16179, 5.63980, -1.17270], [-1.16452, 6.31388, 2.71800], [-3.72580, 6.82597, 3.07685], [-2.59864, 5.14307, -1.53642], [-5.98209, 5.91836, -0.71009], [-0.34350, 6.04108, 2.25348], [-4.76558, 2.59443, -3.62543], [-4.99382, 2.40373, -4.92629], [-3.87380, 2.20298, -5.88696], [-4.11547, 2.01117, -7.07347], [-2.49979, 2.24890, -5.36293], [-2.27166, 2.44306, -4.06259], [-3.39245, 2.61617, -3.09823], [-3.15179, 2.77456, -1.90611], [-0.98279, 2.49004, -3.56378], [-6.28164, 2.38468, -5.42957], [-5.57034, 2.73944, -2.91574], [-1.69459, 2.11935, -6.07470], [-1.08207, 2.63915, -2.59817], [-6.18249, 2.22956, -6.39414], [5.19808, 5.31421, 6.98080], [6.22996, 4.97453, 7.75576], [6.44041, 3.56577, 8.19019], [7.40831, 3.28081, 8.88659], [5.45765, 2.55827, 7.76155], [4.42394, 2.89878, 6.98945], [4.22918, 4.30217, 6.53260], [3.27959, 4.58111, 5.80829], [3.49508, 1.95750, 6.58520], [7.14329, 5.92073, 8.18317], [5.03435, 6.33396, 6.65582], [5.61261, 1.54151, 8.09907], [2.84730, 2.44975, 6.03514], [7.79431, 5.42736, 8.72818]], "forces_ev_per_angstrom": [[-0.7, 0.7, 1.0], [1.3, 2.4, -2.8], [-3.3, 0.4, 0.6], [3.7, -1.3, 1.8], [4.3, -0.3, -0.6], [3.3, 4.2, 0.5], [-2.7, 3.6, 0.7], [-3.4, -1.5, 0.2], [-2.3, -3.3, -0.2], [0.7, -4.6, -0.5], [-1.8, -1.5, -0.6], [1.2, 0.1, -2.5], [1.6, -1.0, 1.5], [-0.6, 0.6, 1.3], [1.3, 2.6, 0.1], [-1.0, 2.7, 0.4], [-2.7, 0.1, 0.1], [-0.8, -1.5, -0.2], [1.9, -2.1, -0.6], [0.1, -0.5, -0.4], [-0.7, 2.1, -0.2], [0.3, -0.1, 1.1], [-0.5, -0.3, -1.2], [0.0, 0.1, 0.1], [0.5, -1.4, 0.4], [-0.3, 0.6, -0.5], [0.2, -0.3, 0.4], [-0.5, 1.4, -0.7], [0.8, -2.1, 0.6], [0.0, 0.0, 0.1], [0.0, 0.0, 0.0], [0.0, 0.2, 0.6], [0.0, -0.1, -0.2], [0.4, 0.3, -0.4], [-0.9, 0.7, 1.8], [-0.4, -1.2, -0.1], [0.5, 1.0, -0.2], [-0.2, -0.1, 0.2], [0.6, -0.7, -1.6], [-0.1, 0.7, 0.5], [0.0, -0.6, -0.1], [-0.5, 1.0, 1.6], [0.8, -1.0, -1.8], [0.0, 0.0, 0.0], [0.0, 0.1, 0.0], [-0.2, -0.4, 0.0], [0.1, 0.3, 0.0], [-0.3, 0.0, -0.1], [0.9, 0.4, 1.6], [0.4, -0.3, -0.9], [-0.7, 0.2, 0.3], [0.4, 0.1, 0.1], [-0.9, -0.4, -1.6], [-0.7, 0.4, 0.8], [0.8, -0.3, -0.5], [0.8, 0.5, 1.7], [-0.8, -0.4, -1.7], [0.0, 0.0, -0.1], [0.0, 0.1, 0.1], [0.3, -0.1, -0.2], [-0.4, 0.1, 0.1], [0.3, 0.0, 0.4], [-2.0, 0.1, -0.2], [0.4, -0.2, -1.0], [-0.1, 0.2, 1.0], [-0.2, 0.0, -0.2], [1.8, 0.0, 0.0], [-0.7, 0.1, 0.7], [0.2, -0.2, -0.8], [-1.9, 0.0, 0.1], [2.1, -0.1, 0.0], [0.1, 0.0, 0.0], [-0.1, 0.0, 0.0], [0.0, 0.0, -0.4], [-0.1, 0.1, 0.4], [-0.3, -0.1, -0.2], [1.0, 1.7, 0.3], [0.5, -0.9, 0.5], [-0.6, 0.5, -0.5], [0.4, 0.1, 0.2], [-1.0, -1.7, -0.2], [-0.4, 1.0, -0.5], [0.7, -0.3, 0.6], [1.0, 1.8, 0.3], [-0.8, -1.9, -0.2], [0.0, -0.1, 0.0], [0.0, 0.1, 0.0], [0.1, -0.2, 0.0], [-0.2, 0.2, -0.2]], "lowdin_charge": [-0.072, -0.092, -0.442, 0.078, 0.057, 0.082, 0.038, 0.043, 0.023, 0.096, 0.090, 0.129, 0.119, 0.107, 0.141, 0.120, 0.137, 0.165, 0.143, 0.090, -0.177, -0.259, 0.105, 0.099, -0.205, -0.302, 0.074, 0.063, 0.081, 0.135, 0.144, 0.069, 0.128, 0.081, -0.199, -0.299, 0.123, 0.085, -0.208, -0.295, 0.079, 0.082, 0.092, 0.134, 0.142, 0.114, 0.121, 0.082, -0.202, -0.294, 0.094, 0.067, -0.203, -0.302, 0.112, 0.078, 0.078, 0.140, 0.121, 0.118, 0.089, 0.082, -0.204, -0.303, 0.113, 0.079, -0.207, -0.302, 0.088, 0.073, 0.087, 0.139, 0.138, 0.109, 0.119, 0.078, -0.208, -0.307, 0.108, 0.076, -0.205, -0.299, 0.096, 0.067, 0.083, 0.138, 0.137, 0.071, 0.118]}